Version one
2 unconnected molecules or ions with the total composition C3H11N. Source: the OMol25 dataset; level of theory: ωB97M-V/def2-TZVPD.

ORCA input file:
```
! wB97M-V def2-TZVPD RIJCOSX def2/J DEFGRID3
* xyz 0 1
C -1.679 -0.168 -2.458
H -2.706 0.188 -2.546
H -1.480 -1.006 -1.808
H -0.993 0.672 -2.305
H -1.336 -0.531 -3.436
C 1.297 1.160 0.989
C 0.922 -0.329 0.956
N 0.034 -0.669 2.118
H 0.627 1.737 1.621
H 2.320 1.284 1.351
H 1.279 1.614 -0.010
H 0.320 -0.437 0.053
H 1.752 -1.016 1.035
H -0.821 -1.094 1.782
H 0.464 -1.405 2.659
*
```

## Properties
molar mass	61.13	g mol⁻¹
SMILES	CCN.C

Atom charges from the Mulliken analysis, given in e for atoms 1 to 8: C -0.910; H 0.239; H 0.196; H 0.196; H 0.273; C -1.110; C 0.202; N -0.606

***

Version two
2 unconnected molecules or ions with the total composition C3H11N. Source: the OMol25 dataset; level of theory: ωB97M-V/def2-TZVPD.

ORCA input file:
```
! wB97M-V def2-TZVPD RIJCOSX def2/J DEFGRID3
* xyz 0 1
C 3.297 0.487 2.621
H 4.114 1.084 2.206
H 3.730 -0.508 2.839
H 2.896 0.811 3.683
H 2.477 0.374 1.853
C -0.413 -0.557 -1.827
N -1.684 -0.193 -1.336
C -1.789 0.170 0.075
H -0.095 -1.375 -1.169
H 0.296 0.249 -1.696
H -0.361 -0.972 -2.900
H -2.295 0.290 -2.022
H -1.145 1.017 0.343
H -2.949 0.417 0.270
H -1.447 -0.636 0.733
*
```

## Properties
molar mass	61.13	g mol⁻¹
SMILES	CNC.C

Atom charges from the Mulliken analysis, given in e for atoms 1 to 8: C -0.770; H 0.221; H 0.222; H 0.193; H 0.134; C -0.767; N -0.293; C -0.714

***

Version three
2 unconnected molecules or ions with the total composition C3H11N. Source: the OMol25 dataset; level of theory: ωB97M-V/def2-TZVPD.

ORCA input file:
```
! wB97M-V def2-TZVPD RIJCOSX def2/J DEFGRID3
* xyz 0 1
N 4.914 -4.231 0.235
H 4.555 -3.709 -0.547
H 5.626 -3.706 0.770
H 4.098 -4.409 0.896
C -1.780 2.542 0.818
C -1.198 1.675 -0.570
C -2.120 0.355 -0.750
H -2.829 2.906 0.964
H -1.291 3.578 0.843
H -1.699 1.870 1.664
H -0.212 1.166 -0.510
H -1.077 2.250 -1.531
H -2.106 -0.139 -1.729
H -1.783 -0.470 -0.172
H -3.100 0.324 -0.381
*
```

## Properties
molar mass	61.13	g mol⁻¹
SMILES	CCC.N

Atom charges from the Mulliken analysis, given in e for atoms 1 to 8: N -0.656; H 0.213; H 0.219; H 0.224; C -0.966; C -0.293; C -1.205; H 0.310

***

The structure with the greatest stability is version one.

***

Version one
2 unconnected molecules or ions with the total composition C3H11N. Source: the OMol25 dataset; level of theory: ωB97M-V/def2-TZVPD.

ORCA input file:
```
! wB97M-V def2-TZVPD RIJCOSX def2/J DEFGRID3
* xyz 0 1
C 3.667 0.063 1.183
C 4.425 -0.029 -0.168
H 4.333 0.630 1.842
H 2.684 0.532 1.204
H 3.420 -0.894 1.647
H 4.114 -0.932 -0.670
H 5.542 -0.105 -0.042
H 4.216 0.809 -0.845
C -4.144 -0.042 -0.249
N -5.361 -0.012 -1.088
H -3.761 0.967 -0.048
H -4.429 -0.499 0.699
H -3.346 -0.513 -0.818
H -5.368 0.800 -1.673
H -5.991 -0.776 -0.973
*
```

## Properties
molar mass	61.13	g mol⁻¹
SMILES	CC.CN

Atom charges from the Mulliken analysis, given in e for atoms 1 to 8: C -0.792; C -0.749; H 0.232; H 0.293; H 0.261; H 0.248; H 0.246; H 0.261

***

Version two
2 unconnected molecules or ions with the total composition C3H11N. Source: the OMol25 dataset; level of theory: ωB97M-V/def2-TZVPD.

ORCA input file:
```
! wB97M-V def2-TZVPD RIJCOSX def2/J DEFGRID3
* xyz 0 1
C -0.027 2.614 5.221
H -0.409 3.712 5.210
H -0.852 1.882 5.068
H 0.457 2.503 6.230
H 0.543 2.567 4.272
C -0.038 -1.489 -3.770
N -0.420 -0.781 -2.594
C 0.141 -1.366 -1.355
H 0.016 -2.608 -3.654
H -0.794 -1.316 -4.552
H 0.937 -1.147 -4.192
H -0.148 0.192 -2.603
H 1.209 -1.606 -1.427
H -0.318 -2.381 -1.304
H -0.297 -0.776 -0.552
*
```

## Properties
molar mass	61.13	g mol⁻¹
SMILES	CNC.C

Atom charges from the Mulliken analysis, given in e for atoms 1 to 8: C -0.841; H 0.201; H 0.212; H 0.208; H 0.220; C -0.749; N -0.358; C -0.843

***

Version three
2 unconnected molecules or ions with the total composition C3H11N. Source: the OMol25 dataset; level of theory: ωB97M-V/def2-TZVPD.

ORCA input file:
```
! wB97M-V def2-TZVPD RIJCOSX def2/J DEFGRID3
* xyz 0 1
N 1.027 1.038 -2.801
H 1.325 0.102 -2.581
H 0.040 1.042 -2.874
H 1.523 1.438 -3.565
C 0.561 0.571 0.964
C -0.629 -0.130 1.622
C -1.048 -1.368 0.837
H 0.587 0.470 -0.122
H 1.483 0.134 1.343
H 0.519 1.648 1.123
H -1.445 0.592 1.660
H -0.372 -0.472 2.623
H -2.021 -1.777 1.131
H -1.264 -1.144 -0.217
H -0.285 -2.144 0.857
*
```

## Properties
molar mass	61.13	g mol⁻¹
SMILES	CCC.N

Atom charges from the Mulliken analysis, given in e for atoms 1 to 8: N -0.599; H 0.178; H 0.179; H 0.194; C -0.721; C -0.141; C -1.126; H 0.041

***

The structure with the greatest stability is version three.

***

Version one
A molecular structure, C31H26BF10NP3PbS. Source: the OMol25 dataset; level of theory: ωB97M-V/def2-TZVPD.

ORCA input file:
```
! wB97M-V def2-TZVPD RIJCOSX def2/J DEFGRID3
* xyz -1 1
Pb 0.349 0.761 -1.878
C -2.561 1.314 -0.249
P -2.509 -0.492 -0.053
C -2.641 -0.825 1.703
C -1.503 -0.677 2.495
C -1.596 -0.864 3.863
C -2.814 -1.191 4.443
C -3.949 -1.330 3.658
C -3.863 -1.147 2.284
C -3.892 -1.277 -0.882
C -4.129 -2.636 -0.679
C -5.168 -3.260 -1.345
C -5.971 -2.534 -2.215
C -5.735 -1.185 -2.421
C -4.696 -0.554 -1.756
C -1.455 1.882 0.585
C -1.551 2.501 1.811
C -0.226 2.651 2.278
C 0.601 2.106 1.315
C 2.085 1.970 1.356
P 2.603 0.202 1.568
C 4.348 0.471 2.096
C 5.467 0.273 1.293
C 6.746 0.503 1.785
C 6.928 0.939 3.087
C 5.821 1.134 3.902
C 4.549 0.891 3.412
C 2.855 -0.410 -0.142
C 2.678 -1.776 -0.370
C 2.885 -2.318 -1.629
C 3.280 -1.507 -2.684
C 3.467 -0.147 -2.477
C 3.253 0.394 -1.212
N -0.142 1.626 0.276
H -3.528 1.676 0.106
H -2.501 1.544 -1.316
H -0.551 -0.405 2.054
H -0.711 -0.744 4.473
H -2.880 -1.335 5.514
H -4.900 -1.583 4.108
H -4.745 -1.262 1.667
H -3.489 -3.202 -0.014
H -5.342 -4.317 -1.196
H -6.775 -3.028 -2.745
H -6.338 -0.627 -3.123
H -4.496 0.488 -1.960
H -2.464 2.794 2.306
H 0.100 3.113 3.196
H 2.456 2.479 2.248
H 2.570 2.452 0.503
H 5.347 -0.062 0.271
H 7.601 0.345 1.139
H 7.925 1.125 3.466
H 5.948 1.469 4.924
H 3.693 1.030 4.065
H 2.349 -2.414 0.440
H 2.706 -3.372 -1.792
H 3.412 -1.930 -3.671
H 3.726 0.517 -3.289
H 3.385 1.462 -1.082
F 0.596 3.447 -2.294
B 1.987 3.622 -2.566
F 2.396 2.543 -3.380
F 2.682 3.529 -1.340
F 2.215 4.831 -3.181
F -2.078 0.243 -3.010
P -2.062 -0.870 -4.267
F -3.580 -0.455 -4.606
F -1.510 0.288 -5.230
F -2.591 -1.980 -3.220
F -0.525 -1.235 -3.847
F -2.028 -1.944 -5.448
S -0.607 -2.639 -0.417
C -0.910 -1.081 -0.704
*
```

## Properties
molar mass	945.54	g mol⁻¹

Atom charges from the Mulliken analysis, given in e for atoms 1 to 8: Pb 1.253; C -0.919; P 2.015; C 0.441; C -0.134; C -0.761; C -0.544; C -0.713

***

Version two
A molecular structure, C31H26BF10NP3PbS. Source: the OMol25 dataset; level of theory: ωB97M-V/def2-TZVPD.

ORCA input file:
```
! wB97M-V def2-TZVPD RIJCOSX def2/J DEFGRID3
* xyz -1 1
Pb -0.968 -0.798 -0.099
C 2.470 -0.788 -0.995
P 1.767 0.131 -2.390
C 2.515 1.767 -2.338
C 2.019 2.688 -1.415
C 2.624 3.927 -1.288
C 3.723 4.249 -2.073
C 4.225 3.330 -2.983
C 3.625 2.086 -3.115
C 2.184 -0.665 -3.941
C 2.036 0.024 -5.146
C 2.275 -0.629 -6.343
C 2.653 -1.966 -6.344
C 2.791 -2.653 -5.148
C 2.555 -2.006 -3.946
C 2.243 0.012 0.247
C 3.191 0.657 1.007
C 2.482 1.349 2.016
C 1.142 1.090 1.809
C -0.009 1.622 2.599
P -0.983 2.876 1.631
C -1.838 3.773 2.992
C -3.217 3.943 3.080
C -3.777 4.707 4.096
C -2.968 5.316 5.043
C -1.590 5.166 4.960
C -1.034 4.412 3.940
C -2.354 1.851 0.965
C -2.666 1.976 -0.390
C -3.679 1.212 -0.962
C -4.400 0.323 -0.176
C -4.102 0.189 1.176
C -3.083 0.941 1.741
N 0.981 0.279 0.718
H 3.541 -0.895 -1.176
H 2.025 -1.783 -0.968
H 1.176 2.435 -0.782
H 2.238 4.632 -0.563
H 4.194 5.218 -1.971
H 5.085 3.578 -3.591
H 4.020 1.367 -3.821
H 1.723 1.059 -5.142
H 2.154 -0.097 -7.277
H 2.825 -2.477 -7.282
H 3.052 -3.703 -5.146
H 2.619 -2.565 -3.022
H 4.259 0.625 0.851
H 2.891 1.951 2.813
H 0.390 2.147 3.468
H -0.649 0.822 2.980
H -3.867 3.472 2.354
H -4.853 4.820 4.149
H -3.406 5.906 5.838
H -0.946 5.642 5.689
H 0.045 4.319 3.877
H -2.093 2.659 -1.006
H -3.877 1.291 -2.022
H -5.169 -0.293 -0.623
H -4.619 -0.541 1.782
H -2.838 0.788 2.785
F -0.328 -2.175 2.090
B -1.459 -2.229 2.977
F -2.617 -2.318 2.175
F -1.500 -1.018 3.700
F -1.344 -3.313 3.825
F 0.126 -2.585 -1.758
P -0.928 -3.349 -2.842
F 0.281 -4.327 -3.254
F -1.354 -4.335 -1.658
F -0.455 -2.292 -3.965
F -2.073 -2.291 -2.364
F -1.934 -4.045 -3.865
S -0.787 1.129 -3.309
C -0.031 0.294 -2.150
*
```

## Properties
molar mass	945.54	g mol⁻¹

Atom charges from the Mulliken analysis, given in e for atoms 1 to 8: Pb 1.499; C -0.647; P 1.828; C 0.412; C 0.006; C -0.678; C -0.574; C -0.734

***

The structure with the greatest stability is version two.

***

Version one
A gas-phase ion, C5H12NOS (charge -1). Source: the OMol25 dataset; level of theory: ωB97M-V/def2-TZVPD.

ORCA input file:
```
! wB97M-V def2-TZVPD RIJCOSX def2/J DEFGRID3
* xyz -1 1
C -2.563 -0.123 0.270
N -1.313 0.026 1.047
C -0.095 0.332 0.248
C 1.130 -0.222 0.958
S 2.726 0.587 0.445
C -0.027 -0.073 -1.236
O 0.655 0.922 -1.973
C -2.847 -1.552 -0.202
H -2.565 0.667 -0.453
H -3.330 0.137 1.005
H -1.125 -0.837 1.535
H -0.043 1.411 0.191
H 1.100 -0.258 2.051
H 1.278 -1.229 0.569
H 1.575 0.915 -1.617
H -1.011 -0.132 -1.719
H 0.392 -1.078 -1.365
H -3.048 -1.663 -1.286
H -1.994 -2.222 -0.116
H -3.764 -1.904 0.281
*
```

## Properties
molar mass	134.22	g mol⁻¹
SMILES	CCN[C@H](CO)C[S-]

Atom charges from the Mulliken analysis, given in e for atoms 1 to 8: C -0.642; N -0.475; C 0.387; C -0.897; S -0.664; C -0.613; O -0.536; C -1.047

***

Version two
2 unconnected molecules or ions with the total composition C5H12NOS. Source: the OMol25 dataset; level of theory: ωB97M-V/def2-TZVPD.

ORCA input file:
```
! wB97M-V def2-TZVPD RIJCOSX def2/J DEFGRID3
* xyz -1 1
O 2.471 0.643 1.486
C 1.638 -0.212 1.691
C 0.336 0.068 2.377
N -0.426 -1.168 2.542
H 1.922 -1.275 1.626
H 0.587 0.466 3.370
H -0.184 0.849 1.817
H -1.262 -1.007 3.091
H -0.740 -1.403 1.595
C -1.393 1.866 -1.829
C -1.193 0.639 -2.769
C -1.124 -0.633 -1.914
S 0.186 -0.676 -0.669
H -2.369 1.821 -1.334
H -1.299 2.813 -2.363
H -0.618 1.786 -1.064
H -2.075 0.573 -3.422
H -0.317 0.779 -3.405
H -1.020 -1.527 -2.535
H -2.111 -0.718 -1.431
*
```

## Properties
molar mass	134.22	g mol⁻¹

Atom charges from the Mulliken analysis, given in e for atoms 1 to 8: O -0.550; C -0.146; C -0.250; N -0.697; H 0.418; H 0.362; H 0.207; H 0.214

***

The structure with the greatest stability is version two.